1.
C3H6N2S in the gas phase, computed with ωB97M-V with the def2-TZVPD basis set.

## Properties
total charge = 0
LUMO = 0.64 eV

Bonds (Å) are listed after each position.
Geometry (Å):
1 H 2.2409 -1.8018 0.1014  N2 1.033
2 N 1.9101 -1.0095 -0.4737  H1 1.033, C3 1.269
3 C 0.7669 -0.6211 -0.0826  N2 1.269, C4 1.455, N6 1.426
4 C 0.1095 -1.0704 1.1352  C3 1.455, C5 1.342, H8 1.103
5 C -1.2172 -1.2010 1.2932  C4 1.342, H9 1.102, H10 1.092
6 N 0.0232 0.2232 -0.9591  C3 1.426, S7 1.677, H11 1.029
7 S -0.7448 1.6179 -0.4338  N6 1.677, H12 1.349
8 H 0.8058 -1.3509 1.9432  C4 1.103
9 H -1.8717 -0.7757 0.5148  C5 1.102
10 H -1.6682 -1.5680 2.2172  C5 1.092
11 H 0.5701 0.1646 -1.8284  N6 1.029
12 H 0.3524 2.3038 -0.0518  S7 1.349

2.
C3H6N2S in the gas phase, computed with ωB97M-V with the def2-TZVPD basis set.

## Properties
total charge = 0
LUMO = 0.42 eV

Bonds (Å) are listed after each position.
Geometry (Å):
1 N -0.0430 -0.1057 -2.0288  N2 1.454, H7 1.018, H8 1.209
2 N 0.1772 0.0155 -0.5970  N1 1.454, C3 1.470, C5 1.381
3 C -0.0114 1.1255 0.3478  N2 1.470, C4 1.540, H9 1.165, H10 1.058
4 C 0.1977 0.0377 1.4178  C3 1.540, C5 1.378, H11 1.144, H12 1.004
5 C 0.1879 -0.9158 0.4226  N2 1.381, C4 1.378, S6 1.756
6 S 0.1729 -2.6665 0.5529  C5 1.756
7 H 0.4618 -0.9162 -2.3822  N1 1.018
8 H -1.1743 -0.1230 -2.4540  N1 1.209
9 H -1.0619 1.5923 0.5361  C3 1.165
10 H 0.6445 1.8858 0.0157  C3 1.058
11 H -0.6063 -0.0084 2.2310  C4 1.144
12 H 1.0549 0.0789 1.9382  C4 1.004

If you had to name the least stable structure above, which would it be? It would be 2.